Entry 1:
A cluster of 3 separate species, C25H44BINO7 in total in a non-equilibrium geometry, computed with the ωB97M-V functional and the def2-TZVPD basis.

Results
Lowest unoccupied orbital energy in eV: 1.74
Kohn-Sham gap in eV: 5.949
Total charge: -1
E_tot in eV: -51240.685

XYZ file:
```
79
Properties=species:S:1:pos:R:3:forces:R:3
I -5.1797 1.5160 2.1936 -0.052 0.007 0.047
O 1.3772 -0.9706 -3.0100 0.082 -0.038 -0.081
O -1.0718 -4.8726 -5.8701 -0.124 -0.141 -0.136
O -1.3545 -6.9953 -5.2314 -0.037 -0.034 -0.025
O -1.3679 2.8548 1.8903 -0.187 -0.275 -0.005
O 0.1780 1.4762 2.9876 -0.018 0.409 0.154
O 1.5108 -2.1014 -1.0845 0.118 -0.014 -0.062
O -2.1584 0.8095 1.4659 -0.230 -0.376 0.299
N 0.9914 2.8944 1.0289 -0.105 -0.333 0.302
C 3.0631 6.8226 2.6573 0.147 0.315 -0.340
C -3.3823 2.3644 3.0562 0.252 -0.204 0.143
C 2.7077 4.8924 4.4556 0.292 -0.210 -0.069
C 0.7077 -7.9334 -5.8717 0.006 0.060 -0.028
C 0.5670 -2.9536 1.9168 0.227 0.146 0.206
C -0.5249 -8.1447 -4.9980 0.057 -0.057 0.014
C -3.7601 4.4968 1.6278 0.257 -0.065 -0.145
C 0.7213 -2.6863 -4.4851 0.069 0.054 0.043
C 0.8077 -1.1736 -4.3113 -0.059 -0.017 -0.021
C -0.6115 -5.9602 -5.6886 0.082 0.108 0.142
C 0.5384 4.0224 3.2911 0.018 -0.151 0.065
C -1.4374 -1.5208 1.3328 -0.230 -0.183 0.429
C 2.9114 5.9474 3.4593 -0.176 -0.243 0.378
C 2.3218 3.0942 -1.5283 -0.041 0.095 0.094
C 1.8832 3.6914 3.9518 -0.196 0.058 0.023
C -2.4806 -0.5277 1.8269 -0.112 0.093 -0.308
C -2.0394 1.8009 2.4795 0.420 1.097 -0.428
C 0.8255 -6.4116 -5.8745 -0.075 -0.216 -0.100
C 1.4709 1.6714 0.4084 -0.068 0.473 -0.316
C -3.4799 3.8817 3.0043 -0.613 0.246 0.154
C 0.4987 -3.1456 -3.0473 0.128 0.044 -0.205
C 1.1841 -2.0609 -2.2322 -0.167 -0.019 0.092
C -1.0667 1.4033 3.5967 0.042 -0.689 0.139
C 1.6146 1.8028 -1.1165 0.124 0.375 0.133
C -0.1466 -1.6153 2.1468 0.276 -0.003 -0.563
B 0.1044 2.8048 2.2579 0.370 0.220 -0.089
H 3.2078 7.5894 1.9336 -0.041 -0.079 0.049
H -1.0963 -9.0332 -5.2545 -0.049 0.033 -0.006
H -0.3451 -1.4566 3.2092 -0.002 -0.025 -0.021
H 1.6807 -3.0656 -4.8466 0.005 0.014 -0.015
H -4.8113 4.7696 1.5161 0.018 -0.030 0.005
H -2.5670 4.3022 3.4280 0.074 -0.193 -0.067
H -3.4958 3.8033 0.8287 0.014 0.037 0.062
H 1.4469 -0.6845 -5.0429 0.032 0.033 0.051
H -2.6460 -0.6392 2.9038 0.063 0.037 0.004
H -3.1474 5.3865 1.4726 -0.062 0.009 0.048
H 0.6102 4.9658 2.7362 -0.023 -0.018 -0.013
H 1.4060 -6.0396 -5.0277 0.012 0.041 -0.013
H 1.6913 3.0483 4.8166 0.104 -0.041 -0.057
H 2.4498 1.3720 0.8200 -0.092 -0.233 0.046
H 1.7445 3.5572 1.1496 0.001 -0.001 -0.045
H -3.4634 2.0645 4.1030 -0.065 -0.140 -0.095
H -0.2771 -8.1774 -3.9349 0.019 0.006 -0.002
H 1.5870 -8.4520 -5.4961 -0.009 0.020 0.050
H 2.2586 5.3236 5.3550 -0.094 0.072 -0.106
H -1.2391 0.4083 4.0278 -0.032 0.041 -0.078
H -0.1930 4.1848 4.0960 -0.081 0.078 -0.122
H 0.5090 -8.2900 -6.8833 -0.001 -0.019 0.006
H 3.7029 4.5346 4.7484 -0.070 0.046 0.096
H -1.2215 -1.2917 0.2850 0.083 -0.044 0.022
H 2.5484 3.1134 -2.5985 0.012 -0.024 0.025
H -3.4322 -0.7710 1.3425 -0.019 -0.003 0.039
H 1.2328 -5.9983 -6.7929 0.033 0.097 0.055
H -4.2985 4.1588 3.6810 0.084 0.048 0.012
H -1.9262 -2.5068 1.3540 -0.001 0.038 -0.068
H -0.1766 -0.7006 -4.3299 -0.010 -0.014 -0.005
H 1.6421 -2.8478 2.0877 -0.050 -0.031 0.048
H 2.5014 3.0909 3.2756 0.010 0.132 -0.042
H -0.0492 -2.9990 -5.1819 -0.023 0.057 0.040
H 0.6044 1.7981 -1.5387 0.096 -0.093 -0.149
H 0.2126 -3.7374 2.5933 -0.151 -0.024 -0.148
H 1.7044 3.9642 -1.2956 0.010 -0.059 0.009
H 3.2616 3.2168 -0.9771 0.024 -0.054 -0.083
H 0.7321 0.8952 0.6078 0.197 -0.130 0.115
H 2.1869 0.9622 -1.5152 -0.234 -0.150 0.042
H 0.4586 -3.2730 0.8800 -0.059 -0.071 0.044
H 0.5258 -0.8196 1.8257 -0.112 0.101 0.235
H 0.9394 -4.1123 -2.8150 -0.079 -0.021 0.100
H -0.5586 -3.1615 -2.7761 0.000 -0.018 0.026
H -1.1818 2.1302 4.4209 -0.010 0.045 -0.033
```
Positions in Å, forces in eV/Å.

Results of the Mulliken charge analysis, in e, for atoms 1 through 5: -0.07 -0.25 -0.58 -0.35 -0.44

Entry 2:
A structure of composition C25H44BiOP2 in a non-equilibrium geometry, computed with the ωB97M-V functional and the def2-TZVPD basis.

Results
Lowest unoccupied orbital energy in eV: -3.27
Kohn-Sham gap in eV: 5.964
Total charge: +1
E_tot in eV: -53092.978
ΔE to the lowest compared entry with this formula, charge and spin in kJ/mol: 0.00

XYZ file:
```
73
Properties=species:S:1:pos:R:3:forces:R:3
Bi 0.4596 -0.1855 -0.1221 -2.626 -0.749 1.867
P -0.0442 0.8373 -2.4693 0.655 0.438 -0.148
P 1.2232 2.2982 -0.2448 0.351 0.203 -0.693
O 2.9817 -0.1465 -1.3939 -0.585 -2.761 1.796
C 1.3279 2.0936 -2.1231 -0.350 0.556 -0.166
C 0.8965 -1.7311 2.7331 0.049 -0.260 0.189
C 0.1838 3.7115 0.1809 0.024 0.799 -0.070
C 2.8225 6.2445 -4.1477 0.468 -0.191 -0.549
C -0.3177 -1.2818 1.9793 -1.380 -0.340 -0.307
C 2.1692 5.0623 -4.8929 0.422 0.008 0.123
C 0.6956 4.8795 -4.6975 -0.677 0.592 -0.179
C 0.0364 7.2146 -3.8676 -0.328 0.617 0.235
C -0.6856 1.0353 3.1281 -0.056 -0.026 0.240
C -0.4765 -3.3093 0.3200 -0.134 -0.315 0.115
C -1.5800 1.6819 -2.9101 -0.187 0.402 -0.644
C -0.1982 5.7945 -4.2815 0.101 -0.787 -0.458
C 1.6235 6.6185 -1.9150 0.869 0.096 -0.239
C -3.0090 1.1530 0.9520 -0.333 0.088 0.076
C 0.4247 -0.4144 -3.6862 0.164 0.383 -1.130
C 0.4040 7.3553 -2.3756 -0.442 -0.009 -0.172
C 2.6456 6.1660 -2.6631 -0.269 0.293 0.854
C -2.0152 -1.1712 0.3807 0.633 -0.315 0.732
C 3.0680 -2.3060 -0.2707 0.079 -0.148 -0.001
C 2.8347 2.3722 0.5673 0.723 0.893 -0.257
C 2.4192 -1.0182 -0.6411 2.788 1.765 -2.445
C -2.0561 0.0193 1.1550 0.365 -0.428 0.078
C -2.9003 -1.5168 -0.7752 -0.154 -0.151 0.020
C -1.0214 -0.0264 2.1289 0.037 -0.992 -0.296
C -0.9402 -1.9994 0.8804 -0.507 0.670 1.211
H 1.6834 -2.1186 2.0789 -0.121 -0.044 0.011
H -2.0026 2.2367 -2.0423 0.402 -0.367 -0.580
H 3.3713 1.4044 0.5008 -0.425 0.654 -0.137
H 0.7286 0.1423 -4.5986 -0.136 -0.846 0.162
H 0.3838 1.0812 3.3493 -0.010 -0.099 -0.016
H -1.3342 2.3870 -3.7394 -0.569 -0.365 0.514
H 2.4162 5.1562 -5.9637 -0.221 -0.092 0.225
H 2.5100 7.1983 -4.5886 0.145 -0.335 0.273
H 0.2426 3.8747 1.2820 -0.008 -0.054 -0.798
H 0.5702 4.5988 -0.3779 -0.487 -0.437 0.535
H -1.1948 0.8401 4.0785 0.058 0.112 -0.060
H 3.2318 -2.8609 -1.2004 0.359 0.005 0.106
H -0.9023 -4.1478 0.8790 -0.026 -0.034 -0.170
H 4.0093 -2.0584 0.2300 0.136 -0.257 -0.231
H 1.3606 -0.9176 3.2941 -0.162 -0.049 0.124
H -3.2729 1.3080 -0.0978 0.007 -0.130 -0.005
H -3.7451 -2.1286 -0.4406 0.016 0.076 -0.103
H 2.4680 -2.9462 0.3951 0.242 0.468 -0.301
H 0.7599 7.7507 -4.4929 -0.320 -0.276 0.160
H 2.6848 2.6224 1.6404 0.080 -0.002 -0.719
H 0.6061 -3.4338 0.3723 -0.062 0.048 0.143
H 0.4792 8.4304 -2.1407 0.124 -0.312 0.042
H 2.6639 4.1348 -4.5622 -0.018 0.150 -0.082
H 2.3015 1.5874 -2.3367 -0.800 0.723 -0.038
H -0.4478 6.9905 -1.7789 0.112 0.102 -0.106
H 0.3276 3.9063 -5.0400 -0.071 0.223 0.189
H -0.4535 -1.0690 -3.8834 0.530 0.524 0.042
H 1.7029 6.5522 -0.8249 0.119 -0.134 -0.268
H -1.2626 5.5248 -4.2681 0.433 -0.208 0.025
H 1.1366 3.0595 -2.6441 0.519 -0.568 0.096
H 0.6510 -2.5457 3.4209 0.103 0.147 0.100
H -2.3831 -2.0954 -1.5453 0.065 -0.047 0.089
H -0.7350 -3.4287 -0.7361 -0.166 -0.021 0.103
H -0.9253 7.7391 -3.9975 0.386 -0.055 -0.016
H 3.5129 5.7199 -2.1584 -0.472 0.067 0.068
H 3.9069 6.1651 -4.3347 -0.365 0.127 -0.053
H 1.2625 -1.0486 -3.3281 -0.484 0.610 -0.151
H -2.3254 0.9200 -3.2368 0.542 0.589 0.166
H -3.3134 -0.6370 -1.2705 -0.034 0.088 0.109
H -0.8803 3.5205 -0.0839 0.748 0.083 0.101
H 3.4108 3.1614 0.0391 0.123 -0.423 0.719
H -3.9479 0.9694 1.4879 0.066 0.112 -0.086
H -2.6177 2.1051 1.3161 0.052 -0.055 0.092
H -0.9807 2.0337 2.8018 -0.111 -0.031 -0.055
```
Positions in Å, forces in eV/Å.

Results of the Mulliken charge analysis, in e, for atoms 1 through 5: 0.64 0.69 0.69 -0.54 -0.37

Entry 3:
A structure of composition C25H44BrMnN3O2Si3, computed with the ωB97M-V functional and the def2-TZVPD basis.

Results
Lowest unoccupied orbital energy (spin up / spin down) in eV: -4.86 / -2.97
Kohn-Sham gap (spin up / spin down) in eV: 6.607 / 8.492
Total charge: +1
Spin multiplicity: 5
E_tot in eV: -160198.821
ΔE to the lowest compared entry with this formula, charge and spin in kJ/mol: 24.51

XYZ file:
```
79
Properties=species:S:1:pos:R:3:forces:R:3
Br -0.5644 6.7489 3.6798 0.021 -0.009 -0.012
Mn 0.3292 0.3442 -0.6926 0.220 0.009 0.367
Si -1.2770 -0.6154 -2.6054 0.029 0.014 -0.167
Si 1.2028 -2.5128 -1.8327 0.002 -0.070 -0.032
Si -1.4325 -2.5572 -0.1021 -0.088 0.001 -0.011
O 0.5169 2.2283 -0.7183 0.237 0.031 -0.116
O -0.6580 4.0865 -1.0870 0.094 -0.104 0.106
N 0.4167 0.2670 1.4583 -0.229 -0.042 -0.112
N 2.2173 0.0344 -1.6036 -0.051 0.048 -0.106
N -0.8640 0.8511 1.7682 0.055 -0.001 0.070
C 0.4226 5.4277 2.7599 0.029 -0.021 0.006
C -3.0196 -1.6367 0.2876 0.062 0.027 0.017
C -0.6419 -3.0944 1.5282 0.087 0.017 -0.064
C -1.3873 -0.5594 3.7013 -0.041 0.024 0.070
C 1.5844 4.9224 3.3279 -0.018 0.063 0.014
C -2.5376 1.6240 3.2684 0.009 -0.013 0.018
C 3.0631 1.0625 -1.7643 0.027 0.036 0.015
C -0.1357 0.2010 -3.8654 -0.069 -0.093 0.002
C 2.2922 3.9344 2.6596 0.032 0.007 -0.012
C 4.5511 -0.2830 -3.0444 0.004 0.033 0.017
C 0.6722 3.9644 0.8804 -0.056 0.020 0.044
C -1.2110 0.8735 3.2150 -0.029 0.032 -0.001
C 3.6672 -1.3384 -2.8862 0.029 -0.043 -0.013
C 1.8307 3.4434 1.4477 0.051 -0.078 0.009
C 1.9897 -3.6482 -0.5648 -0.047 0.096 -0.050
C -2.1294 0.8261 -1.6846 0.033 -0.017 -0.013
C -0.0291 4.9728 1.5323 -0.019 0.003 0.035
C 4.2437 0.9413 -2.4712 -0.038 -0.031 0.013
C -1.8516 -4.1699 -0.9761 0.018 0.072 0.033
C -2.5280 -1.6673 -3.5068 0.017 0.031 0.077
C 2.4982 -1.1661 -2.1596 -0.081 -0.006 0.025
C 0.1169 3.4423 -0.4180 -0.267 0.071 -0.076
C 0.8989 -3.4798 -3.4089 0.023 0.056 0.070
C -0.2951 -1.5395 -1.2447 -0.033 -0.162 -0.135
C -0.1562 1.6075 4.0428 -0.044 -0.010 0.008
H -2.8905 1.6886 4.2971 -0.004 0.003 0.001
H -2.3273 -4.0391 -1.9485 0.018 0.037 0.016
H -3.6337 -1.4599 -0.5967 0.006 -0.014 0.002
H -1.4427 -3.3281 2.2344 0.003 -0.004 -0.027
H 5.4640 -0.4100 -3.6114 -0.005 0.002 -0.003
H -0.0615 -4.0068 1.3896 0.004 -0.007 -0.036
H -0.4691 1.6534 5.0864 -0.002 -0.005 -0.005
H -3.2949 1.1145 2.6714 0.000 -0.004 0.006
H 2.3823 2.6651 0.9313 -0.028 0.060 0.000
H -0.9197 5.3817 1.0748 0.004 -0.008 -0.011
H -2.9777 -1.0529 -4.2907 0.000 0.005 0.004
H -2.0630 -2.5309 -3.9847 0.017 0.010 0.010
H -2.4245 2.6434 2.8905 0.003 0.001 0.000
H 1.7992 -4.0383 -3.6778 0.004 0.008 0.000
H 0.4802 1.0025 -3.4512 -0.019 -0.012 0.049
H -1.7842 -0.5536 4.7162 0.008 0.005 0.014
H 0.5234 -0.4985 -4.3835 -0.011 -0.005 0.019
H -3.2034 0.6236 -1.7247 0.019 -0.005 -0.020
H 0.8113 1.0983 4.0284 0.001 0.011 0.003
H 0.0147 -2.3838 2.0326 -0.050 -0.149 -0.069
H 2.9622 -3.9679 -0.9487 -0.003 0.004 -0.007
H 1.9304 5.3029 4.2790 -0.005 -0.006 0.003
H 3.2057 3.5472 3.0922 0.002 0.010 0.002
H 2.7537 2.0035 -1.3285 0.015 -0.030 -0.014
H -1.9462 0.9573 -0.6083 0.020 -0.021 -0.015
H -2.8274 -0.6726 0.7650 -0.005 -0.069 -0.013
H -0.4392 -1.1031 3.7387 -0.052 0.034 0.035
H 0.6364 -2.8453 -4.2567 -0.012 0.014 0.024
H 3.8811 -2.3012 -3.3330 -0.005 0.003 0.005
H 0.0992 -4.2097 -3.2723 -0.012 0.002 0.019
H -1.9390 1.7874 -2.1623 0.009 0.004 -0.006
H -3.3295 -2.0190 -2.8575 0.015 -0.023 0.006
H 4.8959 1.7961 -2.5770 -0.003 0.001 0.001
H -0.7735 0.6722 -4.6189 -0.012 -0.022 -0.003
H -0.7955 1.8162 1.4618 0.000 0.139 -0.071
H -2.5457 -4.7296 -0.3432 -0.005 0.009 0.007
H 2.1623 -3.1505 0.3913 -0.008 0.001 -0.005
H -3.6156 -2.2398 0.9770 -0.002 -0.026 0.005
H 0.3952 -0.6815 1.8124 0.043 -0.054 -0.025
H 1.1814 0.7563 1.9228 0.064 0.078 -0.003
H -2.0850 -1.1072 3.0645 0.041 0.060 0.033
H -0.0203 2.6317 3.6876 -0.004 -0.023 -0.009
H -0.9692 -4.7989 -1.1089 0.018 -0.001 -0.018
H 1.4044 -4.5493 -0.3813 -0.038 -0.005 0.002
```
Positions in Å, forces in eV/Å.

Results of the natural (NBO) charge analysis, in e, for atoms 1 through 5: 0.10 1.48 1.65 1.69 1.70